Density functional theory data (ωB97M-V/def2-TZVPD) for 4 unconnected molecules or ions with the total composition C26H51F3N6O8 at a distorted geometry.

The geometry in ORCA input format:
```
! wB97M-V def2-TZVPD RIJCOSX def2/J DEFGRID3
* xyz 0 1
C 4.16446 -3.04063 1.78964
C 5.18086 -1.80941 1.96484
O 4.77028 -0.88907 2.98802
C 4.16936 0.30016 2.41979
C 2.80811 0.53036 3.18925
O 2.26963 1.89818 3.01528
N 1.65633 1.90416 1.80846
C 0.34592 1.84475 1.69539
N -0.14219 1.90769 0.30479
C 0.13404 0.68579 -0.40576
F -0.61899 0.73642 -1.58338
F -0.24846 -0.43966 0.25230
F 1.45441 0.53853 -0.81503
N -0.51937 1.78049 2.78660
C -1.92423 1.67460 2.21640
O -2.87769 1.47715 3.28296
C -3.68808 0.37137 3.02571
C -3.81905 -0.69224 4.06538
C -4.69888 -1.86605 3.83991
C -5.45576 -2.04583 2.57015
C -5.33838 -0.99842 1.52695
C -4.48342 0.17117 1.79033
C -0.34450 0.51280 3.58859
O -0.29276 -0.62430 3.09438
O -0.25875 0.66979 4.87712
H 3.30710 -2.97897 2.51300
H 3.78588 -3.08176 0.72248
H 4.68073 -4.03129 1.96162
H 6.14682 -2.28364 2.32688
H 5.39803 -1.34172 0.96672
H 4.88201 1.14490 2.62910
H 3.92346 0.15300 1.33120
H 2.05164 -0.18341 2.73385
H 2.86951 0.32382 4.29172
H 2.25390 1.97725 0.97493
H 0.25206 2.73628 -0.16435
H -1.93126 0.70354 1.63394
H -2.21590 2.56503 1.60360
H -3.27947 -0.65062 5.04316
H -4.83253 -2.67840 4.60639
H -6.12870 -2.91805 2.38761
H -5.88269 -1.06944 0.54361
H -4.39121 0.97040 1.00142
C 1.67062 -4.42998 -3.95471
C 1.38493 -3.10862 -3.24752
C 2.56533 -2.11808 -3.29156
O 3.62411 -2.42320 -2.39178
C 4.52641 -3.41306 -2.85615
N 0.96370 -3.38933 -1.86962
H 2.30797 -5.09141 -3.36609
H 0.73804 -4.96987 -4.13615
H 2.15053 -4.26276 -4.92231
H 0.54668 -2.63725 -3.77144
H 2.19136 -1.13756 -2.98098
H 2.94904 -1.99457 -4.31213
H 4.67307 -3.36146 -3.93834
H 4.18115 -4.40706 -2.56495
H 5.48830 -3.24478 -2.36806
H 0.67851 -2.51662 -1.42939
H 1.79507 -3.66164 -1.34680
C -3.20569 -3.38648 -3.55062
C -4.20868 -2.25389 -3.75113
C -5.18278 -2.07651 -2.57011
O -6.21984 -3.04592 -2.51223
C -5.84052 -4.28003 -1.92610
N -4.92409 -2.47066 -5.01448
H -3.64830 -4.37112 -3.70732
H -2.38338 -3.29302 -4.26472
H -2.77660 -3.35937 -2.54590
H -3.63345 -1.32612 -3.83912
H -5.68883 -1.11374 -2.69467
H -4.64866 -2.02444 -1.61274
H -5.11553 -4.14687 -1.11843
H -5.44404 -4.95505 -2.68722
H -6.73796 -4.74393 -1.51282
H -5.52030 -1.66558 -5.19493
H -5.58582 -3.23046 -4.86182
C 3.48730 5.89178 0.82436
C 2.25006 6.12532 -0.03752
C 1.61073 7.51153 0.16222
O 0.85836 7.64254 1.35874
C 1.63205 7.90773 2.51849
N 1.28468 5.04645 0.21311
H 3.23947 5.67958 1.86548
H 4.05008 5.03135 0.45218
H 4.15220 6.75773 0.80000
H 2.56970 6.06248 -1.08255
H 0.89652 7.67227 -0.65130
H 2.35558 8.31242 0.08342
H 2.49914 8.53675 2.29997
H 1.94689 6.97281 2.98620
H 0.99528 8.43207 3.23242
H 0.50480 5.15207 -0.43430
H 0.86449 5.22086 1.12647
*
```

## Properties
Maximum force (hartree/bohr): 0.166
Gap between HOMO and LUMO (eV): 7.41
HOMO (Ha): -0.2969

The Mulliken scheme yields these atomic charges, measured in e: -0.60 -0.33 -0.38 -0.38 -0.12 -0.32 0.43 -0.42 -0.03 0.84 -0.32 -0.24 -0.30 0.23 -0.70 -0.45 0.48 -0.22 -0.48 -0.51 -0.41 -0.21 0.51 -0.54 -0.77 0.32 -0.08 0.32 0.31 0.35 0.18 0.25 0.11 0.44 0.27 0.25 0.46 0.33 0.38 0.32 0.35 0.40 0.29 -1.51 0.64 -0.72 -0.26 -0.76 -0.66 0.30 0.35 0.36 0.30 0.20 0.41 0.35 0.27 0.24 0.19 0.32 -1.47 0.50 -0.58 -0.41 -0.64 -0.75 0.24 0.34 0.36 0.40 0.30 0.33 0.29 0.23 0.27 0.28 0.32 -1.40 0.04 -0.69 -0.37 -0.61 -0.43 0.27 0.34 0.37 0.40 0.34 0.43 0.30 0.20 0.26 0.30 0.27

---

Density functional theory data (ωB97M-V/def2-TZVPD) for a molecular structure, C26H52AsCoF5NO4Si3.

The geometry in ORCA input format:
```
! wB97M-V def2-TZVPD RIJCOSX def2/J DEFGRID3
* xyz 0 5
Co 0.33745 0.30426 -0.83642
C -3.40188 1.07208 -5.87779
C -2.46340 0.83070 -4.73379
C -1.78456 1.87696 -4.11989
C -0.91942 1.61480 -3.07656
N -0.69380 0.37724 -2.62346
C -1.34212 -0.63348 -3.20633
C -2.22466 -0.45257 -4.25160
H -3.84047 2.06699 -5.82343
H -4.20362 0.33521 -5.89184
H -2.86368 0.99580 -6.82479
H -1.93776 2.89927 -4.43865
H -0.39756 2.41218 -2.56235
H -1.15035 -1.62016 -2.80068
H -2.73262 -1.30767 -4.67808
F 2.84632 0.57448 -2.24676
C 2.33408 0.79191 -0.96899
F 3.14083 0.00874 -0.13656
C 2.71014 2.23115 -0.62935
F 2.40492 2.50921 0.64469
F 4.01215 2.51059 -0.80388
F 2.01430 3.07985 -1.41432
C 2.07637 -2.58271 -3.36052
Si 1.68795 -3.61232 -1.85154
C 3.25529 -4.39525 -1.19809
C 0.41784 -4.93596 -2.23677
As 0.75260 -2.14505 -0.26787
Si 1.20719 -3.02040 1.86786
C 0.26742 -1.95343 3.06971
C 3.04459 -2.86840 2.16463
C 0.64131 -4.80383 1.94379
H 2.52676 -3.20125 -4.14079
H 2.77644 -1.78446 -3.10650
H 1.18355 -2.11487 -3.77846
H 3.70671 -5.01715 -1.97506
H 3.06470 -5.02881 -0.33040
H 3.98087 -3.63148 -0.91398
H 0.84963 -5.69201 -2.89726
H -0.45852 -4.51748 -2.73540
H 0.07879 -5.43498 -1.32738
H 0.64572 -0.93016 3.03769
H 0.38585 -2.32919 4.08948
H -0.79915 -1.91778 2.84181
H 3.36710 -1.83500 2.02732
H 3.62329 -3.49725 1.48826
H 3.27801 -3.16711 3.18999
H -0.42164 -4.89126 1.71294
H 0.80116 -5.20224 2.94874
H 1.19551 -5.43071 1.24299
C -2.77686 2.85556 4.05602
C -1.71015 1.82136 3.70890
C -0.32917 2.46327 3.62789
C -1.72163 0.70495 4.74513
O -2.01971 1.20653 2.45306
Si -2.04491 1.83535 0.93462
O -0.73584 1.48008 0.10350
O -2.20138 3.46384 1.04406
C -2.94630 4.41390 0.28722
C -4.43078 4.29605 0.62100
C -2.70755 4.18850 -1.20368
C -2.41848 5.78078 0.70421
O -3.41266 1.27422 0.20347
C -4.06675 0.01186 0.27760
C -4.94683 -0.01673 1.52321
C -4.91444 -0.09685 -0.98373
C -3.04161 -1.11816 0.32364
H -2.61062 3.24900 5.06068
H -3.76626 2.39468 4.02200
H -2.75074 3.67896 3.34477
H -0.07092 2.93587 4.57736
H -0.30788 3.22152 2.84351
H 0.42390 1.70770 3.39489
H -1.45260 1.09273 5.72896
H -1.00929 -0.06892 4.46787
H -2.71503 0.25650 4.80615
H -4.79990 3.30676 0.35524
H -5.00303 5.05001 0.07686
H -4.58390 4.45103 1.69063
H -3.05625 3.19596 -1.49362
H -1.64009 4.26523 -1.41820
H -3.24131 4.93519 -1.79542
H -2.57107 5.92817 1.77432
H -2.93473 6.57663 0.16467
H -1.34995 5.84698 0.49695
H -5.66763 0.80173 1.48786
H -4.32924 0.10093 2.41372
H -5.49224 -0.96036 1.58931
H -5.62038 0.73353 -1.02964
H -5.47384 -1.03396 -0.99730
H -4.27337 -0.05325 -1.86728
H -2.40560 -1.01063 1.20506
H -2.40648 -1.08123 -0.56398
H -3.53328 -2.09215 0.36134
*
```

## Properties
Maximum force (hartree/bohr): 0.005
<S²>: 6.01
Gap between HOMO and LUMO (alpha / beta) (eV): 8.30 / 7.33
HOMO (alpha / beta) (Ha): -0.2949 / -0.3320
Energy above the lowest of the compared OMol25 structures with the same formula, charge and spin (kcal per mole): 1.62

The Mulliken scheme yields these atomic charges, measured in e: 0.21 -1.66 1.17 -0.85 -0.58 0.57 -0.46 -1.17 0.40 0.40 0.32 0.44 0.37 0.71 0.43 -0.32 0.23 -0.27 0.61 -0.21 -0.28 -0.25 -0.85 0.37 -1.11 -1.06 -0.04 0.30 -0.91 -1.01 -1.08 0.42 0.22 0.18 0.40 0.28 0.31 0.36 0.31 0.30 0.09 0.55 0.21 0.27 0.31 0.39 0.31 0.38 0.27 -1.51 1.67 -1.33 -1.55 0.54 -3.25 2.61 -0.29 1.87 -1.56 -1.27 -1.83 0.48 1.97 -1.74 -1.77 -0.79 0.56 0.30 0.01 0.52 0.17 0.20 0.41 0.15 0.37 0.08 0.52 0.33 -0.01 0.26 0.55 0.37 0.40 0.36 0.36 0.06 0.49 0.38 0.40 0.20 -0.04 -0.27 0.63

---

Density functional theory data (ωB97M-V/def2-TZVPD) for 8 unconnected molecules or ions with the total composition C26H52Br4O10 at a distorted geometry.

The geometry in ORCA input format:
```
! wB97M-V def2-TZVPD RIJCOSX def2/J DEFGRID3
* xyz 0 1
C -1.29893 -0.52957 -3.45750
C -0.71180 -1.01757 -4.76762
O -1.08573 -0.16754 -5.88227
C -2.32957 -0.31807 -6.35029
C -2.64824 0.70885 -7.39383
O -3.09731 -1.14830 -5.92824
H -2.37198 -0.71049 -3.40185
H -1.14552 0.54209 -3.33714
H -0.76090 -1.09648 -2.69676
H 0.35882 -0.81103 -4.72270
H -0.91986 -2.05763 -4.99723
H -2.32560 1.71315 -7.13284
H -3.73327 0.76719 -7.48774
H -2.25013 0.39825 -8.35894
C -2.82127 -3.07298 0.22780
C -2.86282 -4.27711 1.11094
O -3.46928 -3.92042 2.38390
C -3.09625 -4.61054 3.45469
C -3.78627 -4.09353 4.69304
O -2.31893 -5.52297 3.43214
H -2.51523 -2.11507 0.65805
H -3.74652 -2.82280 -0.29089
H -1.97178 -3.23267 -0.44860
H -3.30058 -5.20404 0.74043
H -1.83236 -4.57619 1.34207
H -3.27535 -4.50941 5.55432
H -4.83658 -4.36991 4.63155
H -3.70567 -3.00618 4.70152
C -0.07824 3.50622 -5.51861
C 1.44147 3.63049 -5.48703
O 2.15360 2.52783 -4.92983
C 2.18239 2.32620 -3.60218
C 3.21350 1.27952 -3.23777
O 1.55173 2.95788 -2.80464
H -0.48071 4.24422 -6.20134
H -0.46125 3.67499 -4.51189
H -0.39912 2.49092 -5.75474
H 1.81590 3.82294 -6.48702
H 1.66730 4.50771 -4.87382
H 2.94401 0.83811 -2.28046
H 4.14249 1.83151 -3.07927
H 3.35160 0.58176 -4.05539
C 3.07166 -2.65805 2.45715
C 4.34602 -1.82774 2.27929
O 5.46629 -2.68137 2.06637
C 6.05472 -3.16488 3.15398
C 7.08409 -4.19865 2.81530
O 5.79680 -2.80549 4.26473
H 2.19796 -2.05894 2.70544
H 3.27473 -3.45384 3.16996
H 2.86450 -3.10351 1.47979
H 4.26936 -1.17683 1.41188
H 4.48177 -1.19991 3.16351
H 8.05161 -3.84573 3.19169
H 7.23213 -4.36372 1.75350
H 6.90347 -5.11525 3.37194
C -0.51897 -1.93858 5.01251
C -1.44852 -0.97351 4.33536
C -2.28858 -0.01518 5.13580
O -1.57678 -1.01216 3.13486
H 0.10764 -2.47595 4.31405
H -1.20111 -2.55349 5.61345
H 0.08950 -1.42879 5.76674
H -2.72510 0.68689 4.43077
H -1.67408 0.54693 5.84201
H -3.08169 -0.53021 5.67993
C 0.82274 3.50574 3.23577
C 0.88505 2.75316 4.53663
C 2.16645 2.02964 4.87661
O -0.08432 2.66175 5.24765
H -0.16697 3.37796 2.80409
H 1.51864 3.05354 2.52325
H 1.06518 4.55850 3.36894
H 2.06778 0.99209 4.55098
H 2.37797 2.07203 5.94043
H 2.99921 2.47847 4.33062
Br -5.39624 5.35727 -3.20470
C -3.62903 4.63854 -2.87673
C -2.54735 5.67146 -3.08599
Br -2.39661 6.11193 -4.96658
H -3.48149 3.78290 -3.53940
H -3.62431 4.19816 -1.88534
H -1.57492 5.28896 -2.79022
H -2.81950 6.56786 -2.53722
Br -1.68129 1.66901 1.32482
C -0.06549 1.13023 0.35257
C 0.05945 -0.36661 0.48682
Br 1.58312 -0.99589 -0.53843
H 0.73436 1.68224 0.83123
H -0.16776 1.46472 -0.67523
H -0.84366 -0.86835 0.16241
H 0.23582 -0.62671 1.52496
*
```

## Properties
Maximum force (hartree/bohr): 0.038
Gap between HOMO and LUMO (eV): 10.06
HOMO (Ha): -0.3568
Energy above the lowest of the compared OMol25 structures with the same formula, charge and spin (kcal per mole): 4.10
SMILES: CCOC(C)=O.CCOC(C)=O.CCOC(C)=O.CCOC(C)=O.CC(C)=O.CC(C)=O.BrCCBr.BrCCBr

The Mulliken scheme yields these atomic charges, measured in e: -0.67 -0.47 -0.35 0.79 -0.96 -0.58 0.41 0.18 0.11 0.28 0.40 0.20 0.34 0.29 -0.70 -0.41 -0.29 0.81 -0.88 -0.59 0.00 0.36 0.32 0.41 0.27 0.29 0.35 0.09 -0.33 -0.53 -0.39 0.76 -0.77 -0.58 0.47 0.02 -0.09 0.39 0.33 0.02 0.34 0.33 -0.58 -0.26 -0.37 0.77 -1.03 -0.55 -0.11 0.41 0.23 0.25 0.36 0.28 0.29 0.29 -1.05 0.84 -1.19 -0.42 0.22 0.29 0.40 0.24 0.36 0.34 -0.95 0.85 -0.95 -0.56 0.17 0.24 0.37 0.14 0.35 0.36 -0.12 -0.54 -0.56 -0.13 0.29 0.35 0.30 0.41 -0.20 -0.39 0.23 -0.16 0.29 0.28 -0.05 -0.06

---

Density functional theory data (ωB97M-V/def2-TZVPD) for 8 unconnected molecules or ions with the total composition C26H52Br6O10S5 at a distorted geometry.

The geometry in ORCA input format:
```
! wB97M-V def2-TZVPD RIJCOSX def2/J DEFGRID3
* xyz 0 1
O -0.60447 -6.23929 -0.59142
S -0.21864 -5.45347 0.65147
O -1.05994 -4.44279 1.22357
C 0.25358 -6.66809 1.96555
C 1.80316 -6.70811 2.03884
C 2.34538 -5.33680 1.54020
C 1.45241 -4.75362 0.35026
H -0.35232 -7.55001 1.75771
H -0.09379 -6.26077 2.91503
H 2.20003 -7.11482 2.96899
H 2.14424 -7.55946 1.44980
H 3.38740 -5.49396 1.26166
H 2.40403 -4.58938 2.33142
H 1.84402 -5.08640 -0.61099
H 1.32709 -3.67095 0.36499
O 2.26996 1.18985 -0.76760
S 0.88269 0.86497 -1.14733
O 0.46286 0.98794 -2.52140
C 0.37233 -0.74917 -0.42363
C 0.10039 -0.51717 1.04695
C -0.64939 0.75981 1.25433
C -0.40574 1.67475 0.01061
H 1.13822 -1.49290 -0.64361
H -0.57304 -0.93461 -0.93352
H -0.46883 -1.33651 1.48600
H 1.08937 -0.48106 1.50379
H -0.41114 1.28790 2.17761
H -1.70862 0.53592 1.38093
H -0.00742 2.68129 0.13839
H -1.35503 1.81186 -0.50723
O -6.58746 2.04027 2.22219
S -5.21266 1.77216 2.62330
O -4.40860 0.71411 2.00748
C -4.12218 3.35557 2.67062
C -3.22377 3.07326 3.91591
C -3.93367 2.30641 5.02811
C -5.28691 1.75071 4.48725
H -4.86301 4.08949 2.98784
H -3.85053 3.61861 1.64831
H -2.29142 2.60045 3.60725
H -3.05906 4.02361 4.42363
H -4.12323 2.96329 5.87703
H -3.18834 1.56221 5.30871
H -6.14012 2.36677 4.77114
H -5.49239 0.68672 4.60479
O 2.50335 6.81848 -3.44167
S 2.65426 5.69711 -2.49329
O 1.76177 5.71306 -1.31402
C 2.46174 4.07440 -3.33243
C 3.80832 3.37366 -3.31464
C 4.47539 3.81083 -1.97755
C 4.38968 5.32374 -2.03337
H 2.00926 4.16784 -4.31967
H 1.78131 3.50978 -2.69500
H 3.59614 2.30453 -3.30935
H 4.50027 3.59761 -4.12652
H 5.50391 3.47168 -1.85416
H 3.97032 3.29943 -1.15812
H 5.11523 5.59681 -2.79961
H 4.65916 5.90087 -1.14885
O -4.15958 -2.12488 -2.88346
S -3.42845 -2.76590 -1.88059
O -1.97681 -2.82002 -1.82616
C -4.17471 -2.30929 -0.14617
C -5.13710 -3.40406 0.21782
C -5.34782 -4.43147 -0.93970
C -4.06501 -4.46041 -1.78481
H -4.57857 -1.29689 -0.13996
H -3.28912 -2.33702 0.48871
H -4.71159 -3.89924 1.09066
H -6.14457 -3.08297 0.48236
H -6.12069 -4.12957 -1.64654
H -5.69443 -5.42036 -0.63957
H -4.11040 -4.87333 -2.79255
H -3.30463 -4.99951 -1.21974
Br 3.74421 -2.59939 -0.09785
C 4.42502 -1.19792 -1.39013
C 5.37727 -0.20186 -0.67847
Br 6.41638 0.73804 -2.13145
H 3.55391 -0.75685 -1.87463
H 4.91013 -1.74826 -2.19628
H 6.18466 -0.63957 -0.09143
H 4.77361 0.55070 -0.17118
Br 1.12557 2.83178 -6.45159
C -0.82017 2.46501 -6.60422
C -1.16115 1.69388 -5.30272
Br -3.03061 0.94679 -5.13036
H -1.07866 1.83061 -7.45205
H -1.21001 3.46603 -6.78884
H -0.93242 2.26142 -4.40068
H -0.49543 0.85842 -5.08612
Br 1.78803 2.78748 2.86802
C 3.69692 2.16625 3.11935
C 3.99513 2.62566 4.49279
Br 2.98911 1.53992 5.81786
H 4.32429 2.52461 2.30321
H 3.85416 1.09880 2.96466
H 3.78953 3.68746 4.62849
H 5.04848 2.48749 4.73663
*
```

## Properties
Maximum force (hartree/bohr): 0.096
Gap between HOMO and LUMO (eV): 9.77
HOMO (Ha): -0.3578
Energy above the lowest of the compared OMol25 structures with the same formula, charge and spin (kcal per mole): 0.00
SMILES: O=S1(=O)CCCC1.O=S1(=O)CCCC1.O=S1(=O)CCCC1.O=S1(=O)CCCC1.O=S1(=O)CCCC1.BrCCBr.BrCCBr.BrCCBr

The Mulliken scheme yields these atomic charges, measured in e: -0.72 1.24 -0.60 -0.82 -0.86 -0.65 0.33 0.45 0.31 0.44 0.30 0.42 0.39 0.51 -0.74 -0.28 0.70 -0.60 -0.43 -0.58 0.13 -1.02 0.30 0.01 0.58 0.11 -0.15 -0.02 0.65 0.46 -0.67 0.87 -0.45 -0.81 -0.18 -0.61 -0.71 0.34 0.46 -0.03 0.39 0.33 0.27 0.35 0.43 -0.66 1.03 -0.63 0.25 -0.60 -0.04 -0.83 0.18 -0.31 0.22 0.35 0.29 -0.09 0.36 0.47 -0.64 0.98 -0.49 -0.20 -0.75 -0.70 -0.57 0.46 0.00 0.35 0.28 0.32 0.40 0.51 0.08 -0.11 -0.54 -0.22 -0.22 0.17 0.54 0.47 0.00 -0.16 -0.35 -0.68 -0.19 0.35 0.35 0.33 0.37 -0.05 -0.65 -0.72 -0.14 0.35 0.41 0.39 0.43

---

Summary of total energy in eV
-61254.151; -173180.720; -328451.292; -522707.066
(order as listed above)